1.
Below is 2 unconnected molecules or ions with the total composition C2HFNO3P in a non-equilibrium geometry, with properties calculated with the ωB97M-V functional and the def2-TZVPD basis.

Last columns: bonded neighbours and bond lengths (Å).
Element x y z (Å)
1 C -1.49 -1.04 0.23  C2 1.400, N3 1.155
2 C -0.77 -0.45 -0.82  C1 1.400, F7 1.332, P8 1.909
3 N -2.07 -1.50 1.12  C1 1.155
4 O -1.11 1.50 -2.78  P8 1.502
5 O -2.74 -0.40 -2.16  P8 1.539
6 O -2.51 1.66 -0.63  P8 1.500
7 F -0.11 -1.30 -1.60  C2 1.332
8 P -1.90 0.81 -1.70  C2 1.909, O4 1.502, O5 1.539, O6 1.500
9 H 0.79 0.07 0.45  no bonds

Results
calculated total energy = -798.45488 hartree
HOMO (spin up / spin down) = -0.0069 / -0.0068 hartree
relative energy (zero: lowest compared OMol25 entry of this formula, charge and spin) = 2.971 eV
total charge = -2
molecular weight = 137.0 g/mol
gap between HOMO and LUMO (spin up / spin down) = 7.056 / 7.061 eV

---

2.
Below is a single C7H10 molecule, with properties calculated with the ωB97M-V functional and the def2-TZVPD basis.

Last columns: bonded neighbours and bond lengths (Å).
Element x y z (Å)
1 C -1.90 0.38 -0.31  C2 1.545, H8 1.096, H9 1.095, H10 1.095
2 C -0.88 -0.70 0.11  C1 1.545, C3 1.525, C7 1.492, H11 1.098
3 C 0.31 -0.87 -0.83  C2 1.525, C4 1.525, H12 1.093, H17 1.095
4 C 1.22 0.35 -0.77  C3 1.525, C5 1.498, H13 1.101, H14 1.098
5 C 1.56 0.64 0.66  C4 1.498, C6 1.361, H15 1.093
6 C 0.88 0.07 1.69  C5 1.361, C7 1.438, H16 1.087
7 C -0.47 -0.38 1.51  C2 1.492, C6 1.438
8 H -2.28 0.16 -1.32  C1 1.096
9 H -2.74 0.42 0.38  C1 1.095
10 H -1.44 1.38 -0.34  C1 1.095
11 H -1.46 -1.63 0.17  C2 1.098
12 H 0.02 -1.13 -1.85  C3 1.093
13 H 0.76 1.24 -1.23  C4 1.101
14 H 2.15 0.18 -1.32  C4 1.098
15 H 2.38 1.34 0.87  C5 1.093
16 H 1.19 0.22 2.72  C6 1.087
17 H 0.86 -1.72 -0.41  C3 1.095

Results
calculated total energy = -272.58730 hartree
HOMO (spin up / spin down) = -0.2858 / -0.2801 hartree
relative energy (zero: lowest compared OMol25 entry of this formula, charge and spin) = 3.557 eV
total charge = 0
molecular weight = 94.2 g/mol
gap between HOMO and LUMO (spin up / spin down) = 7.461 / 7.317 eV

---

3.
Below is a single CH3F2NO3S2 molecule in a non-equilibrium geometry, with properties calculated with the ωB97M-V functional and the def2-TZVPD basis.

Last columns: bonded neighbours and bond lengths (Å).
Element x y z (Å)
1 C -2.24 -0.13 -0.03  O5 1.402, H10 1.156, H11 1.156, H12 1.001
2 N 0.20 -0.51 1.63  S8 1.433
3 O 1.15 -1.49 -0.55  S8 1.455
4 O 3.19 0.38 -1.24  S9 1.409
5 O -1.11 -0.60 -0.70  C1 1.402, S8 1.575
6 F 2.70 1.84 0.68  S9 1.664
7 F 0.92 1.10 -0.69  S9 1.819
8 S 0.16 -0.77 0.23  N2 1.433, O3 1.455, O5 1.575, S9 2.579
9 S 2.46 0.37 -0.04  O4 1.409, F6 1.664, F7 1.819, S8 2.579
10 H -1.74 0.09 0.99  C1 1.156
11 H -3.00 -1.00 0.05  C1 1.156
12 H -2.69 0.72 -0.32  C1 1.001

Results
calculated total energy = -1316.29542 hartree
HOMO = -0.4112 hartree
relative energy (zero: lowest compared OMol25 entry of this formula, charge and spin) = 2.134 eV
total charge = 0
molecular weight = 179.2 g/mol
gap between HOMO and LUMO = 10.344 eV

---

4.
Below is a single C3H3N3O2 molecule in a non-equilibrium geometry, with properties calculated with the ωB97M-V functional and the def2-TZVPD basis.

Last columns: bonded neighbours and bond lengths (Å).
Element x y z (Å)
1 C 1.11 -0.29 -0.06  N7 1.294, O10 1.315, O11 1.363
2 C -1.25 -0.29 -0.14  N7 1.442, N8 1.283, N9 1.462
3 C -0.01 1.71 -0.04  H6 1.061, N9 1.257, O11 1.443
4 H 2.37 -1.78 -0.13  O10 1.022
5 H -2.30 -1.78 0.40  N8 1.045
6 H 0.01 2.76 0.11  C3 1.061
7 N 0.02 -0.98 -0.09  C1 1.294, C2 1.442
8 N -2.41 -0.79 0.09  C2 1.283, H5 1.045
9 N -1.13 1.16 -0.21  C2 1.462, C3 1.257
10 O 2.34 -0.77 -0.07  C1 1.315, H4 1.022
11 O 1.25 1.05 0.15  C1 1.363, C3 1.443

Results
calculated total energy = -430.84382 hartree
HOMO = -0.3625 hartree
relative energy (zero: lowest compared OMol25 entry of this formula, charge and spin) = 2.100 eV
total charge = 0
molecular weight = 113.1 g/mol
SMILES = [H]/N=c1/ncoc(O)n1
gap between HOMO and LUMO = 10.246 eV

---

5.
Below is 6 unconnected molecules or ions with the total composition C8H30N2O6 in a non-equilibrium geometry, with properties calculated with the ωB97M-V functional and the def2-TZVPD basis.

Last columns: bonded neighbours and bond lengths (Å).
Element x y z (Å)
1 O 8.72 22.67 23.79  H2 0.960, H3 0.962
2 H 7.77 22.61 23.91  O1 0.960
3 H 9.10 22.54 24.67  O1 0.962
4 O 10.82 23.80 22.31  H5 0.965, H6 0.962
5 H 10.07 23.34 22.70  O4 0.965
6 H 11.43 23.92 23.05  O4 0.962
7 O 12.26 24.85 27.54  H8 0.967, H9 0.961
8 H 11.96 24.38 28.32  O7 0.967
9 H 12.34 24.17 26.86  O7 0.961
10 O 12.16 22.45 24.63  H11 0.962, H12 0.964
11 H 12.18 21.90 23.84  O10 0.962
12 H 11.97 21.83 25.34  O10 0.964
13 C 15.71 20.61 25.07  C14 1.513, H19 1.091, H20 1.094, H21 1.091
14 C 15.02 19.50 24.29  C13 1.513, C15 1.505, N18 1.474, H22 1.100
15 C 14.39 19.96 23.01  C14 1.505, O16 1.412, H23 1.096, H24 1.106
16 O 13.65 18.89 22.47  C15 1.412, C17 1.400
17 C 13.41 19.03 21.10  O16 1.400, H25 1.095, H26 1.096, H27 1.091
18 N 16.03 18.49 23.94  C14 1.474, H28 1.020, H29 1.021
19 H 15.07 21.46 25.32  C13 1.091
20 H 16.51 20.98 24.43  C13 1.094
21 H 16.12 20.23 26.00  C13 1.091
22 H 14.20 19.07 24.88  C14 1.100
23 H 15.13 20.43 22.34  C15 1.096
24 H 13.67 20.77 23.24  C15 1.106
25 H 14.35 18.95 20.54  C17 1.095
26 H 12.88 19.96 20.85  C17 1.096
27 H 12.77 18.21 20.79  C17 1.091
28 H 15.54 17.65 23.64  N18 1.020
29 H 16.46 18.14 24.80  N18 1.021
30 C 10.03 22.12 27.24  C31 1.509, H36 1.088, H37 1.099, H38 1.092
31 C 10.92 21.53 28.31  C30 1.509, C32 1.513, N35 1.484, H39 1.100
32 C 12.32 21.23 27.84  C31 1.513, O33 1.414, H40 1.099, H41 1.093
33 O 12.33 20.27 26.80  C32 1.414, C34 1.415
34 C 12.28 18.95 27.31  O33 1.415, H42 1.087, H43 1.097, H44 1.096
35 N 10.95 22.49 29.45  C31 1.484, H45 1.023, H46 1.025
36 H 9.01 22.28 27.60  C30 1.088
37 H 9.96 21.40 26.41  C30 1.099
38 H 10.47 23.00 26.78  C30 1.092
39 H 10.40 20.63 28.66  C31 1.100
40 H 12.89 20.87 28.70  C32 1.099
41 H 12.82 22.14 27.52  C32 1.093
42 H 12.94 18.81 28.16  C34 1.087
43 H 12.61 18.30 26.49  C34 1.097
44 H 11.25 18.61 27.47  C34 1.096
45 H 10.01 22.52 29.83  N35 1.023
46 H 11.37 22.08 30.29  N35 1.025

Results
calculated total energy = -883.70498 hartree
HOMO = -0.3498 hartree
relative energy (zero: lowest compared OMol25 entry of this formula, charge and spin) = 0.425 eV
total charge = 0
molecular weight = 250.3 g/mol
SMILES = COC[C@H](C)N.COC[C@H](C)N.O.O.O.O
gap between HOMO and LUMO = 9.839 eV

---

6.
Below is 4 unconnected molecules or ions with the total composition C5H11N, with properties calculated with the ωB97M-V functional and the def2-TZVPD basis.

Last columns: bonded neighbours and bond lengths (Å).
Element x y z (Å)
1 C -2.20 0.57 0.14  C2 1.370, H8 1.088, H9 1.087
2 C -1.74 -0.12 -0.96  C1 1.370, H10 1.085, H11 1.083
3 N 0.23 -0.90 -0.56  C4 1.302, C5 1.486
4 C 0.52 -1.06 0.70  N3 1.302, C5 1.453, H13 1.084
5 C 1.05 0.15 0.10  N3 1.486, C4 1.453, C6 1.507, H14 1.099
6 C 2.47 0.34 -0.37  C5 1.507, H15 1.096, H16 1.095, H17 1.094
7 H -1.23 0.06 1.33  no bonds
8 H -2.02 1.64 0.22  C1 1.088
9 H -3.03 0.19 0.72  C1 1.087
10 H -2.11 -1.11 -1.18  C2 1.085
11 H -1.24 0.39 -1.77  C2 1.083
12 H -0.58 -0.42 1.59  no bonds
13 H 0.71 -1.95 1.30  C4 1.084
14 H 0.52 1.06 0.38  C5 1.099
15 H 3.14 0.55 0.48  C6 1.096
16 H 2.54 1.19 -1.06  C6 1.095
17 H 2.83 -0.55 -0.88  C6 1.094

Results
calculated total energy = -251.66791 hartree
HOMO = -0.3377 hartree
relative energy (zero: lowest compared OMol25 entry of this formula, charge and spin) = 5.296 eV
total charge = 0
molecular weight = 85.1 g/mol
gap between HOMO and LUMO = 10.363 eV

---

Look up the molecular weight of the second one. 94.2 g/mol

---

Copy entry 2 word for word.
Below is a single C7H10 molecule, with properties calculated with the ωB97M-V functional and the def2-TZVPD basis.

Last columns: bonded neighbours and bond lengths (Å).
Element x y z (Å)
1 C -1.90 0.38 -0.31  C2 1.545, H8 1.096, H9 1.095, H10 1.095
2 C -0.88 -0.70 0.11  C1 1.545, C3 1.525, C7 1.492, H11 1.098
3 C 0.31 -0.87 -0.83  C2 1.525, C4 1.525, H12 1.093, H17 1.095
4 C 1.22 0.35 -0.77  C3 1.525, C5 1.498, H13 1.101, H14 1.098
5 C 1.56 0.64 0.66  C4 1.498, C6 1.361, H15 1.093
6 C 0.88 0.07 1.69  C5 1.361, C7 1.438, H16 1.087
7 C -0.47 -0.38 1.51  C2 1.492, C6 1.438
8 H -2.28 0.16 -1.32  C1 1.096
9 H -2.74 0.42 0.38  C1 1.095
10 H -1.44 1.38 -0.34  C1 1.095
11 H -1.46 -1.63 0.17  C2 1.098
12 H 0.02 -1.13 -1.85  C3 1.093
13 H 0.76 1.24 -1.23  C4 1.101
14 H 2.15 0.18 -1.32  C4 1.098
15 H 2.38 1.34 0.87  C5 1.093
16 H 1.19 0.22 2.72  C6 1.087
17 H 0.86 -1.72 -0.41  C3 1.095

Results
calculated total energy = -272.58730 hartree
HOMO (spin up / spin down) = -0.2858 / -0.2801 hartree
relative energy (zero: lowest compared OMol25 entry of this formula, charge and spin) = 3.557 eV
total charge = 0
molecular weight = 94.2 g/mol
gap between HOMO and LUMO (spin up / spin down) = 7.461 / 7.317 eV